Record 1
Computed, not measured: a structure of composition C18H54F6InN3O21S6 at a distorted geometry, with ωB97M-V with the def2-TZVPD basis set.

Geometry (Å):
In1 9.675 -27.096 10.988
S1 7.761 -21.450 7.676
S2 8.133 -27.628 17.691
S3 15.936 -29.743 12.369
S4 15.119 -31.103 10.911
S5 9.590 -29.274 17.468
S6 7.081 -20.782 9.809
F1 14.106 -31.279 9.711
F2 15.500 -28.251 12.866
F3 8.316 -22.702 6.764
F4 6.751 -21.469 11.268
F5 7.527 -26.617 16.528
F6 10.518 -30.178 16.464
O1 8.005 -38.811 17.202
O2 10.634 -28.571 18.182
O3 8.875 -26.607 18.478
O4 10.381 -22.293 24.884
O5 15.977 -30.486 13.649
O6 8.734 -20.395 7.462
O7 1.553 -29.483 14.675
O8 6.942 -28.349 18.153
O9 8.033 -19.798 10.221
O10 15.331 -28.981 21.891
O11 15.799 -34.013 19.126
O12 14.837 -32.256 11.764
O13 12.197 -22.163 14.069
O14 2.596 -20.521 23.217
O15 8.767 -30.316 18.066
O16 17.242 -29.479 11.775
O17 6.505 -21.431 6.948
O18 5.538 -33.750 21.329
O19 16.288 -31.218 9.997
O20 6.805 -32.719 10.896
O21 5.782 -20.301 9.359
N1 8.955 -28.444 16.442
N2 14.605 -29.789 11.437
N3 7.716 -22.191 9.052
C1 16.101 -27.961 21.349
C2 5.709 -32.861 23.488
C3 9.341 -38.460 17.691
C4 0.131 -29.352 14.757
C5 -0.363 -30.310 15.953
C6 16.356 -35.971 20.546
C7 16.571 -35.178 19.269
C8 3.709 -22.296 22.078
C9 9.251 -24.126 26.020
C10 10.140 -37.670 16.604
C11 3.011 -21.836 23.340
C12 11.727 -20.769 15.818
C13 5.745 -34.149 12.529
C14 9.462 -22.666 25.954
C15 7.014 -33.457 12.068
C16 4.758 -33.143 22.281
C17 15.530 -26.654 21.819
C18 12.559 -21.918 15.418
H1 15.284 -36.039 20.730
H2 5.205 -34.702 11.760
H3 2.942 -22.620 21.374
H4 0.352 -30.385 16.773
H5 4.945 -33.415 12.635
H6 7.818 -34.110 11.730
H7 4.010 -33.893 22.539
H8 3.772 -21.757 24.116
H9 9.973 -39.324 17.895
H10 16.082 -25.842 21.346
H11 9.590 -36.739 16.464
H12 12.135 -20.395 16.757
H13 15.752 -26.558 22.882
H14 16.699 -36.999 20.424
H15 6.275 -33.758 23.738
H16 6.178 -33.197 10.348
H17 11.732 -19.974 15.072
H18 8.570 -22.113 25.659
H19 1.955 -29.244 15.513
H20 12.693 -21.603 13.468
H21 10.146 -22.806 24.108
H22 16.277 -35.794 18.419
H23 16.832 -35.502 21.408
H24 -0.495 -31.340 15.622
H25 12.443 -22.815 16.026
H26 -1.300 -29.994 16.411
H27 4.388 -23.138 22.213
H28 6.041 -33.056 20.896
H29 14.488 -26.526 21.526
H30 4.092 -21.368 21.654
H31 16.159 -28.164 20.280
H32 7.393 -32.678 12.730
H33 -0.295 -29.612 13.788
H34 10.682 -21.008 16.016
H35 17.613 -35.025 18.987
H36 9.739 -22.187 26.893
H37 4.176 -32.279 21.960
H38 7.353 -38.541 17.852
H39 9.093 -24.396 27.064
H40 8.396 -24.593 25.531
H41 -0.077 -28.293 14.909
H42 5.784 -34.899 13.319
H43 10.053 -24.685 25.537
H44 10.254 -38.131 15.623
H45 2.232 -22.456 23.785
H46 6.388 -32.042 23.252
H47 11.090 -37.475 17.101
H48 16.085 -33.477 18.382
H49 17.098 -28.109 21.763
H50 9.264 -37.855 18.594
H51 3.298 -19.991 22.833
H52 13.637 -21.759 15.462
H53 5.021 -32.662 24.310
H54 15.490 -29.762 21.355

Properties
Charge ... 0
Spin multiplicity ... 1
DFT total energy ... -153473.2861 eV

Atom charges from the Mulliken analysis, given in e for atoms 1 to 2: In 1.00; S 1.12

Record 2
Computed, not measured: an isolated molecule of C22H19ClFN3O3S at a distorted geometry, with ωB97M-V with the def2-TZVPD basis set.

Geometry (Å):
Cl1 -5.220 0.474 -0.157
S1 0.050 1.243 -0.276
F1 -1.588 -4.860 2.379
O1 1.939 4.940 -2.220
O2 -0.937 -3.416 0.233
O3 0.238 4.238 1.794
N1 1.942 -0.893 -3.001
N2 1.740 -3.970 2.288
N3 1.082 4.227 -0.268
C1 1.295 -3.226 1.095
C2 0.205 -0.051 -1.430
C3 -0.069 -1.988 -2.860
C4 1.195 -1.885 -3.381
C5 0.530 4.902 0.785
C6 1.530 1.957 -0.746
C7 -0.558 -3.934 2.609
C8 -4.053 -0.812 -0.223
C9 2.210 1.175 -1.715
C10 -4.316 -2.078 0.354
C11 1.485 -0.031 -2.089
C12 -0.642 -1.125 -1.783
C13 -1.923 -2.610 -0.205
C14 1.351 5.170 -1.266
C15 -0.209 -3.064 1.382
C16 2.050 3.163 -0.091
C17 0.902 6.539 -0.756
C18 0.681 -4.761 2.922
C19 0.626 6.406 0.743
C20 -2.925 -0.539 -0.894
C21 -1.793 -1.391 -0.988
C22 -3.283 -3.006 0.281
H1 -0.534 -2.920 -3.151
H2 0.938 -4.763 3.997
H3 -5.225 -2.263 0.813
H4 1.507 6.789 1.306
H5 0.680 -5.771 2.537
H6 -0.824 -3.293 3.479
H7 -0.457 -2.017 1.477
H8 -3.322 -3.927 0.837
H9 0.022 6.820 -1.337
H10 1.692 -2.248 1.038
H11 1.680 -2.681 -3.923
H12 3.183 1.328 -2.136
H13 2.114 2.947 0.965
H14 -2.839 0.493 -1.416
H15 2.166 -3.371 2.962
H16 -0.331 6.869 1.163
H17 1.421 -3.662 0.069
H18 2.981 3.530 -0.425
H19 1.611 7.347 -0.771

Properties
Charge ... 0
Spin multiplicity ... 1
DFT total energy ... -59807.8265 eV

Atom charges from the Mulliken analysis, given in e for atoms 1 to 2: Cl -0.24; S -0.12

Record 3
Computed, not measured: an isolated molecule of C20H28N4O2S at a distorted geometry, with ωB97M-V with the def2-TZVPD basis set.

Geometry (Å):
S1 0.521 0.234 -2.650
O1 3.711 1.705 -2.895
O2 -1.108 -3.596 -0.453
N1 -1.880 -0.113 -1.402
N2 2.741 2.027 -0.889
N3 -2.393 1.937 -0.830
N4 -1.216 1.981 -1.480
C1 -3.713 -2.665 2.362
C2 4.484 3.168 0.448
C3 2.704 1.858 -2.225
C4 3.932 0.694 0.772
C5 -2.844 -2.134 3.298
C6 -1.874 -1.539 -1.555
C7 1.347 1.842 -2.919
C8 1.460 1.011 0.920
C9 -2.772 -0.082 2.057
C10 1.614 2.220 -0.004
C11 -4.018 0.217 -0.093
C12 -4.107 -1.909 1.271
C13 -0.911 0.756 -1.816
C14 4.023 1.869 -0.210
C15 -2.793 0.702 -0.777
C16 -0.554 -4.296 -1.543
C17 -2.376 -0.838 3.145
C18 2.743 0.820 1.723
C19 -0.953 -2.205 -0.511
C20 -3.638 -0.614 1.108
H1 -2.532 -2.725 4.145
H2 -4.082 -3.673 2.476
H3 -4.786 -2.332 0.543
H4 -2.890 -1.917 -1.422
H5 -4.582 1.099 0.218
H6 -0.588 -5.350 -1.274
H7 1.530 1.916 -3.991
H8 0.695 2.392 -0.561
H9 -1.700 -0.417 3.875
H10 1.267 0.118 0.319
H11 0.486 -3.997 -1.717
H12 2.884 1.672 2.391
H13 -4.634 -0.366 -0.783
H14 5.510 3.054 0.787
H15 -1.127 -4.143 -2.464
H16 3.824 -0.228 0.195
H17 4.863 0.629 1.337
H18 4.744 1.617 -0.996
H19 0.606 1.165 1.581
H20 -1.216 -1.839 0.485
H21 0.654 2.613 -2.595
H22 1.802 3.113 0.601
H23 4.449 3.979 -0.275
H24 0.091 -1.938 -0.731
H25 -2.410 0.928 1.931
H26 2.671 -0.077 2.341
H27 -1.527 -1.773 -2.566
H28 3.871 3.436 1.304

Properties
Charge ... 0
Spin multiplicity ... 1
DFT total energy ... -42085.4226 eV

Atom charges from the Mulliken analysis, given in e for atoms 1 to 2: S -0.19; O -0.70

Q: Among the records above, which one has the lowest DFT total energy?
A: C18H54F6InN3O21S6

Q: Number 2 is which compound?
A: C22H19ClFN3O3S